This record from the Open Molecules 2025 dataset describes C22H26CrN5O4 as an isolated structure. The level of theory is wB97M-V/def2-TZVPD.

Last column: natural (NBO) charge in e.
Geometry (Å):
Cr 0.25978 -0.21637 0.31594  1.308
O 2.02422 0.68959 -0.66000  -0.593
O -2.47076 -1.03005 0.89181  -0.540
O -0.88256 -2.14692 2.01963  -0.596
O 1.87925 -1.25049 1.08485  -0.584
N 2.45443 3.16556 3.95871  -0.758
N 0.24327 1.14926 1.92563  -0.467
N -0.04715 -1.59277 -1.20420  -0.489
N -1.01778 0.87919 -0.88531  -0.508
N 0.18589 2.86977 4.09448  -0.385
C 3.03405 -1.25612 0.22074  -0.088
C 2.11432 -1.73981 2.43099  -0.248
C -2.12102 -1.30530 -4.26324  -0.146
C -2.34721 2.72245 -1.61611  -0.237
C -1.25119 -1.88505 -3.27816  -0.063
C -2.72209 2.04456 -2.74919  -0.067
C 3.28880 0.14972 -0.26073  -0.087
C 0.35790 -2.85136 -1.26901  0.101
C -0.77131 -3.20626 -3.34359  -0.076
C -0.86710 -1.12028 -2.17612  0.139
C 0.02009 -3.69155 -2.33227  -0.230
C -2.23603 0.74325 -2.97190  -0.081
C -3.47774 -1.86702 1.52435  -0.263
C -1.37930 0.20605 -2.00983  0.238
C -0.91291 1.43989 2.54447  -0.072
C -0.91303 2.30537 3.62696  0.073
C 2.15161 1.97757 -1.28504  -0.244
C 1.33887 2.58375 3.48440  0.378
C 1.36015 1.70815 2.37873  -0.045
C -1.49270 2.10269 -0.70210  0.095
C -2.58862 -0.04766 -4.11815  -0.162
C -1.20505 -1.28850 1.23585  0.523
H 3.97343 0.13800 -1.11188  0.225
H -2.40130 -1.90279 -5.12070  0.247
H -1.18815 2.61591 0.20025  0.218
H -1.84039 2.54200 4.13421  0.231
H 2.55955 2.70075 -0.57621  0.196
H 0.95492 -3.21104 -0.44063  0.220
H 2.48935 -2.76013 2.37512  0.213
H 3.89630 -1.64511 0.75988  0.235
H 2.28575 1.46622 1.87629  0.192
H -1.04562 -3.83576 -4.18077  0.251
H 2.82211 -1.91387 -0.62214  0.204
H 1.15714 -1.73148 2.93887  0.243
H 2.83869 -1.09448 2.92777  0.191
H -3.39009 2.49888 -3.47019  0.250
H -1.81877 0.98310 2.17523  0.232
H -3.24945 0.38411 -4.85821  0.248
H 0.38152 -4.70959 -2.33967  0.259
H 3.36702 2.96819 3.59280  0.406
H 3.72600 0.77849 0.52082  0.186
H -2.70321 3.72221 -1.41387  0.258
H 1.16118 2.28821 -1.60178  0.204
H 2.37666 3.75803 4.76902  0.433
H 2.80651 1.89957 -2.15236  0.212
H -4.42826 -1.52627 1.12970  0.211
H -3.30213 -2.90976 1.27174  0.206
H -3.43783 -1.74467 2.60411  0.206

Values from the calculation:
- calculated total energy (Ha) = -2472.71902
- Kohn-Sham gap (alpha / beta) (eV) = 8.1 / 7.8
- HOMO energy (alpha / beta) (eV) = -14.40 / -14.36
- relative energy (zero: lowest compared OMol25 entry of this formula, charge and spin) (kcal/mol) = 1.8
- <S²> = 3.83
- net charge = +2
- 2S+1 = 4

This record from the Open Molecules 2025 dataset describes a 4-piece molecular cluster, C22H26F24NO5PS overall in a non-equilibrium geometry. The level of theory is wB97M-V/def2-TZVPD.

Last column: Mulliken charge in e.
Geometry (Å):
S -2.40461 1.82559 0.33646  -0.103
P 2.16300 -0.98929 -1.27038  0.210
F 0.75284 4.27415 1.77661  -0.303
F -2.76091 -0.12093 -5.27712  -0.241
F 2.93219 3.78311 0.05028  -0.273
F 4.40365 -6.45809 2.88585  -0.337
F -3.29817 4.14736 -6.98168  -0.310
F -1.78489 -4.83692 2.23621  -0.307
F -1.72313 -0.93745 -3.53257  -0.208
F -0.15550 -6.90850 2.80342  -0.304
F 4.69592 7.20067 1.41310  -0.259
F -0.30800 1.27131 -3.21831  -0.325
F 1.46458 -5.61775 4.58155  -0.212
F 4.69754 4.55916 1.96339  -0.288
F -2.47782 1.58447 -3.06057  -0.219
F 3.55256 -5.21655 5.09168  -0.268
F -5.47124 2.51189 -6.82222  -0.264
F 4.81372 5.80073 3.74315  -0.309
F -4.77373 1.76517 -4.88657  -0.212
F -2.82220 2.02709 -6.94206  -0.290
F 3.12792 -4.71153 2.48739  -0.251
F 0.23548 -4.08149 2.62231  -0.256
F 1.10470 2.63213 -0.30515  -0.120
F -0.74767 -6.84943 0.71435  -0.308
F 0.81399 2.14149 2.30243  -0.276
F 2.71022 6.37487 1.00533  -0.212
O 1.30245 -6.25034 1.22178  -0.338
O 2.91125 4.79326 3.30656  -0.401
O 2.90454 0.21231 -0.81639  -0.639
O 0.12854 -3.34598 -1.31924  -0.653
O -2.45920 3.30873 -5.13245  -0.412
N -1.51180 -2.20164 -0.15595  -0.189
C 0.00932 -6.23134 1.65140  0.756
C -1.63652 -0.03558 -4.54921  0.035
C -0.29616 -2.30920 -0.90080  0.124
C 2.73156 -6.03781 4.40096  0.021
C -2.43756 0.10079 -0.20746  -0.162
C 3.99216 5.39393 2.74067  0.822
C -4.72248 2.80710 -5.73897  0.173
C 2.33384 -6.88022 1.94830  -0.735
C -3.27339 3.04728 -6.19241  0.818
C 1.57594 3.21649 1.90586  0.961
C -1.49654 -0.86506 0.50436  -0.332
C -0.02152 -0.45769 0.45110  -0.406
C 2.57159 3.44561 3.04819  -0.942
C 3.59102 6.66780 1.97916  0.180
C 3.11717 -5.98661 2.91719  0.923
C -1.47742 1.36033 -3.93226  1.155
C -2.64737 1.71439 2.12961  -0.374
C -0.52101 -4.79532 1.75809  0.781
C 2.14585 2.80355 0.54528  0.009
C -1.29537 2.55506 -4.87284  -1.080
C 0.38648 -0.96323 -0.93602  2.228
C -4.10400 1.55576 2.58133  -1.227
H 2.59929 -2.21075 -0.73042  0.027
H -1.81414 -0.98134 1.54056  0.410
H 3.06392 -7.17208 1.19470  0.391
H -2.26657 -2.27187 -0.83536  0.369
H 1.98953 -7.78275 2.45361  0.331
H 2.21251 -1.22877 -2.65588  0.063
H -4.34067 0.51541 2.81085  0.272
H -0.08601 -0.35900 -1.71821  -1.284
H -4.29896 2.14452 3.47863  0.397
H -3.45506 -0.30217 -0.17779  0.522
H -2.02594 0.91023 2.52214  0.185
H -5.11370 3.70139 -5.25177  0.265
H -2.16191 0.17177 -1.26094  -0.374
H -0.77302 -0.29077 -5.16733  0.318
H 3.14999 7.38806 2.67008  0.241
H -4.78964 1.88418 1.80051  0.305
H 2.04916 3.11748 3.94550  0.453
H 2.83672 -7.05412 4.78872  0.290
H -0.51065 -4.31965 0.77806  -0.224
H 3.45329 2.81814 2.91886  0.349
H -2.21073 2.63908 2.50796  0.483
H 0.51276 -1.05770 1.19793  0.602
H 0.15565 0.59377 0.64969  -0.471
H -0.79004 2.24857 -5.78885  0.340
H -0.63704 3.23360 -4.33230  0.467
H 2.70948 1.87116 0.60832  0.420

Values from the calculation:
- calculated total energy (Ha) = -4421.24309
- Kohn-Sham gap (eV) = 9.2
- HOMO energy (eV) = -8.74
- net charge = 0

This record from the Open Molecules 2025 dataset describes C22H26F5MnN4O5STe as an isolated structure in a non-equilibrium geometry. The level of theory is wB97M-V/def2-TZVPD.

Last column: natural (NBO) charge in e.
Geometry (Å):
Te 9.67318 13.54004 5.13460  2.505
Mn 12.03002 12.46796 8.10078  1.132
S 8.48458 11.49807 8.51786  1.548
F 10.87318 14.95473 5.60835  -0.584
F 7.35670 11.68937 7.33193  -0.477
F 8.46369 14.79097 5.99043  -0.659
F 9.74395 14.34936 3.38247  -0.589
F 11.50189 12.78153 5.04272  -0.659
O 11.33750 13.59218 10.50643  -0.468
O 12.75741 7.58163 8.17497  -0.505
O 9.89324 11.68846 7.88556  -0.858
O 12.69475 10.62484 8.03115  -0.853
O 12.73390 14.63983 8.06872  -0.779
N 14.14980 12.86893 7.21391  -0.332
N 7.33154 9.03121 7.43965  -0.327
N 7.27156 9.33865 9.61371  -0.514
N 14.62919 14.13186 6.96106  -0.426
C 15.29457 17.08698 6.85583  -0.170
C 14.05494 16.46461 7.23132  -0.118
C 6.33219 8.20754 9.41904  -0.235
C 6.34335 8.05695 7.89948  -0.237
C 13.78615 15.02784 7.48122  0.584
C 7.80383 9.78121 8.47846  0.296
C 15.01866 11.97975 6.79460  0.118
C 7.66228 9.18971 6.01580  -0.416
C 13.55592 8.41606 7.46303  0.176
C 15.59944 8.35003 6.13122  -0.256
C 12.86240 17.20768 7.27438  -0.181
C 12.21856 12.70065 10.06605  0.401
C 11.36914 7.85308 8.14526  -0.249
C 14.55432 7.73638 6.80565  -0.221
C 14.12072 19.19225 6.80031  -0.193
C 14.84866 10.55242 6.89871  -0.234
C 13.24986 11.90410 10.80310  -0.783
C 10.92062 13.32472 11.84211  -0.274
C 15.31524 18.47270 6.72482  -0.225
C 13.67123 9.91888 7.49633  0.422
C 15.69316 9.75418 6.13700  -0.149
C 12.89556 18.58585 7.13455  -0.219
H 16.37052 7.77665 5.62037  0.222
H 12.03618 19.23792 7.31818  0.214
H 6.81656 9.48563 5.41847  0.236
H 14.54248 6.62088 6.87725  0.222
H 15.90597 12.42290 6.27760  0.213
H 11.70153 13.73551 12.50503  0.216
H 10.86200 7.08542 7.50790  0.165
H 14.00764 11.63424 10.04833  0.285
H 10.95138 7.81345 9.17689  0.167
H 6.70721 7.27199 9.89342  0.243
H 16.43744 10.24720 5.54809  0.212
H 13.70782 12.45570 11.68023  0.243
H 11.14968 8.83633 7.70213  0.188
H 16.18963 16.47288 6.66599  0.234
H 8.16177 8.25764 5.63676  0.245
H 8.40998 9.98498 5.91588  0.225
H 6.59796 7.03920 7.58113  0.241
H 14.11763 20.25994 6.63654  0.210
H 11.96315 16.62991 7.43765  0.236
H 7.49043 9.74126 10.51542  0.444
H 5.33270 8.21506 7.49096  0.237
H 12.88388 10.96593 11.19238  0.265
H 9.94079 13.79456 11.94307  0.210
H 10.79734 12.22741 11.96802  0.172
H 5.33847 8.40615 9.82584  0.246
H 16.22852 19.02332 6.56206  0.218

Values from the calculation:
- calculated total energy (Ha) = -3765.13846
- Kohn-Sham gap (alpha / beta) (eV) = 3.3 / 2.6
- HOMO energy (alpha / beta) (eV) = -8.75 / -8.43
- <S²> = 0.98
- net charge = +1
- 2S+1 = 2

This record from the Open Molecules 2025 dataset describes a single C22H26FN3O4 molecule. The level of theory is wB97M-V/def2-TZVPD.

Last column: natural (NBO) charge in e.
Geometry (Å):
F 7.50410 -3.13780 -0.27374  -0.324
O 1.35420 -1.76832 -0.05825  -0.646
O -7.12513 0.27157 -1.29039  -0.521
O -0.11226 1.95905 -0.31698  -0.502
O 4.09713 2.46444 -0.55902  -0.602
N -4.84444 -0.99935 -0.17038  -0.444
N -0.40036 -0.75789 1.01500  -0.414
N 4.13652 0.17178 -0.54168  -0.614
C -4.76647 0.34165 -0.72597  -0.256
C 8.18461 -0.88363 -0.36276  -0.312
C -1.30495 -1.88302 0.99882  -0.223
C 2.02787 1.22519 -0.62171  -0.319
C -3.77945 -1.27597 0.77647  -0.206
C -2.49228 -1.67046 0.04782  -0.420
C -6.17144 -1.20390 0.38485  -0.247
C 3.53538 1.39367 -0.57508  0.699
C -7.20678 -1.01426 -0.72441  -0.073
C 5.84154 -1.48643 -0.40602  -0.316
C 7.17642 -1.83043 -0.34806  0.412
C 0.86516 2.70125 1.60779  -0.216
C 0.82802 -0.80698 0.46491  0.690
C -0.78328 0.53839 1.55004  -0.217
C 7.82454 0.45086 -0.43794  -0.156
C 5.49573 -0.13828 -0.48173  0.180
C 1.46389 3.32998 0.60260  -0.187
C 6.49586 0.83069 -0.49693  -0.278
C 0.25674 1.47379 0.96955  0.214
C 1.47031 0.55458 0.63956  -0.322
C -5.83516 0.49770 -1.80706  -0.072
C 1.15169 2.51849 -0.63757  0.056
H -2.21998 -0.90513 -0.67933  0.211
H -7.03928 -1.77528 -1.50130  0.166
H 9.21588 -1.19341 -0.31673  0.229
H 5.08453 -2.25581 -0.39244  0.229
H -6.24205 -2.22167 0.77407  0.203
H -8.21906 -1.11278 -0.32883  0.194
H -1.77969 0.82059 1.20671  0.220
H -0.70374 -2.73350 0.66977  0.245
H 6.22550 1.87120 -0.55505  0.255
H -0.75903 0.52919 2.64595  0.201
H -3.78278 0.49917 -1.16955  0.207
H -4.09232 -2.11723 1.40107  0.198
H -6.38514 -0.49276 1.20322  0.167
H -3.60215 -0.41569 1.44569  0.159
H -5.62816 -0.21525 -2.61916  0.167
H 1.13253 3.04892 -1.58413  0.219
H -1.65860 -2.07412 2.01750  0.192
H -5.83682 1.51389 -2.20458  0.195
H 3.51847 -0.63429 -0.54032  0.423
H 0.86498 2.91320 2.65791  0.225
H 2.20089 0.51496 1.45136  0.243
H -2.69166 -2.58674 -0.50685  0.222
H 2.08192 4.20368 0.60572  0.237
H 1.76437 0.63631 -1.50652  0.248
H -4.92865 1.10725 0.05560  0.167
H 8.59230 1.20890 -0.45150  0.216

Values from the calculation:
- calculated total energy (Ha) = -1419.02135
- Kohn-Sham gap (eV) = 9.3
- HOMO energy (eV) = -8.65
- relative energy (zero: lowest compared OMol25 entry of this formula, charge and spin) (kcal/mol) = 44.7
- net charge = 0